(1)
Computed, not measured: a cluster of 8 separate species, C3H24NO7 in total, with the ωB97M-V functional and the def2-TZVPD basis.

## Properties
Lowest unoccupied orbital energy (alpha / beta), eV: 0.16 / 0.07
Strongest force on any atom, eV/A: 2.0
HOMO level (alpha / beta), eV: -2.519 / -10.113
Calculated total energy, Ha: -710.00943
M, g/mol: 186.22
Spin multiplicity: 2
Orbital gap (alpha / beta), hartree: 0.098 / 0.374

The geometry in XYZ format:
```
35
Properties=species:S:1:pos:R:3:forces:R:3
N 0.59986 -0.40570 1.02846 0.3 0.0 -0.2
H 0.99850 -0.48332 1.95321 0.3 -0.4 0.3
H -0.35477 -0.72856 0.96107 -0.9 -0.1 0.4
H 1.08431 -0.91873 0.30582 0.8 -0.5 0.1
H 0.66412 0.55679 0.72913 -0.3 0.9 0.1
C -1.91584 -1.22580 -3.05487 0.7 1.9 -0.1
C -0.79237 -0.15904 -2.69186 -1.3 -1.2 -0.8
C -0.65641 0.97858 -3.75318 0.1 -1.4 0.8
O -1.22628 0.39850 -1.48895 -0.3 0.1 1.1
H -2.82836 -0.64444 -3.18694 -0.2 -0.1 -0.1
H -2.09061 -1.92165 -2.23429 0.3 -0.1 -0.2
H -1.69245 -1.70222 -4.00945 0.1 -0.3 0.2
H 0.09273 -0.76469 -2.49726 0.6 0.3 -0.3
H 0.35607 1.37700 -3.81841 0.0 -0.2 -0.1
H -1.29926 1.78453 -3.39922 -0.2 -0.1 -0.4
H -0.98691 0.52676 -4.68845 0.1 0.6 -0.3
H -0.57400 1.05420 -1.23167 0.1 0.2 0.2
O 0.83306 1.89037 -0.10978 0.1 0.0 -0.6
H 1.69233 2.26380 0.08629 0.7 0.3 0.1
H 0.24094 2.64239 -0.11876 -0.6 0.8 0.2
O 1.59329 1.92342 4.11645 0.8 0.4 0.6
H 1.79518 0.99098 4.03882 0.0 -0.2 0.0
H 0.77486 2.03289 3.63229 -0.4 0.0 -0.3
O 1.88666 -2.04761 -0.71803 0.1 -0.1 -0.1
H 2.62144 -2.21103 -1.30932 0.3 0.1 -0.2
H 1.37293 -2.85482 -0.74483 -0.3 -0.4 0.0
O -0.74077 1.71702 2.76841 0.3 -0.4 -0.3
H -1.12889 2.52349 2.42899 -0.2 0.6 -0.4
H -1.36724 1.40565 3.42172 -0.4 -0.2 0.4
O -1.67981 -1.67249 0.88756 -0.2 -0.5 -0.1
H -2.40743 -1.33605 0.36448 -0.2 0.4 -0.4
H -2.08042 -1.93142 1.71744 -0.1 -0.2 0.5
O 2.14749 -0.79529 3.34907 -0.1 0.0 0.1
H 3.10119 -0.78855 3.26764 0.5 0.1 -0.2
H 1.96687 -1.47499 3.99839 -0.2 -0.3 0.3
```
Forces are in eV/Å.


(2)
Computed, not measured: a cluster of 9 separate species, C3H24O9 in total, with the ωB97M-V functional and the def2-TZVPD basis.

## Properties
Lowest unoccupied orbital energy (alpha / beta), eV: 2.53 / 2.67
Strongest force on any atom, eV/A: 3.9
HOMO level (alpha / beta), eV: -1.015 / -4.481
Calculated total energy, Ha: -805.76568
M, g/mol: 204.22
Spin multiplicity: 2
Orbital gap (alpha / beta), hartree: 0.130 / 0.263
Net charge: -1

The geometry in XYZ format:
```
36
Properties=species:S:1:pos:R:3:forces:R:3
O -12.53132 -8.94106 -3.69104 0.5 -1.0 1.6
H -12.70516 -8.10497 -3.25248 0.0 1.3 0.6
H -11.73476 -8.84982 -4.21902 1.3 0.2 -0.8
H -13.23919 -9.05294 -4.32979 -2.3 -1.2 -2.8
C -15.63552 -8.07656 -4.43438 -0.1 -0.8 -0.6
C -15.16372 -8.49954 -5.85384 0.8 -0.9 0.1
C -14.61328 -7.26184 -6.60244 -0.6 -0.1 1.0
O -14.15625 -9.47930 -5.83010 0.0 0.8 1.5
H -16.05605 -8.92976 -3.90212 0.1 -0.3 -0.1
H -16.45912 -7.36621 -4.50648 0.2 0.5 0.2
H -14.78278 -7.75577 -3.83602 -0.3 0.5 -0.1
H -16.02608 -8.98317 -6.31267 -0.6 0.4 -0.6
H -14.12707 -7.54394 -7.53631 0.1 0.1 0.2
H -13.95646 -6.85416 -5.83402 0.9 0.1 -0.5
H -15.30219 -6.42971 -6.74763 -0.5 -0.1 -0.3
O -13.01259 -6.47644 -2.92735 -0.3 -0.2 -0.3
H -13.70821 -5.82727 -2.82287 -0.4 0.3 -0.2
H -12.43309 -6.32965 -2.17978 0.7 0.3 0.6
O -15.08535 -12.10592 -5.00636 -0.5 -1.2 0.3
H -15.25816 -11.99980 -4.07089 0.0 0.1 0.2
H -14.80775 -11.23789 -5.29910 0.6 1.4 -0.5
O -10.52942 -7.83783 -2.09606 -0.5 -1.2 -0.4
H -10.80495 -7.10318 -1.54780 -0.1 1.0 0.8
H -9.64504 -7.60678 -2.38020 0.9 0.3 -0.2
O -14.91629 -7.63791 -0.43490 -0.4 -0.1 0.1
H -14.64653 -7.12013 -1.19344 0.2 0.0 -0.3
H -14.47207 -7.22671 0.30660 0.2 0.0 0.2
O -10.47929 -8.00803 -5.11253 -0.1 -0.1 0.0
H -10.23042 -7.82487 -6.01848 -0.2 0.0 -0.4
H -9.64769 -8.06438 -4.64190 0.4 0.2 0.4
O -11.89103 -9.96539 -0.92312 -0.5 -0.7 0.3
H -11.28597 -10.28211 -0.25244 0.1 0.0 0.2
H -11.38910 -9.31150 -1.40967 0.4 0.4 -0.3
O -10.56051 -11.07497 -4.54978 -0.1 -0.1 -0.3
H -10.58992 -11.51016 -3.69773 -0.2 -0.1 0.3
H -9.76346 -10.54568 -4.52153 0.2 0.2 0.0
```
Forces are in eV/Å.


(3)
Computed, not measured: a cluster of 10 separate species, C3H26NO10S2 in total, with the ωB97M-V functional and the def2-TZVPD basis.

## Properties
Lowest unoccupied orbital energy, eV: -2.69
Strongest force on any atom, eV/A: 2.9
HOMO level, eV: -11.879
Calculated total energy, Ha: -1733.17286
M, g/mol: 300.37
Orbital gap, hartree: 0.338
Net charge: +1

The geometry in XYZ format:
```
42
Properties=species:S:1:pos:R:3:forces:R:3
N 0.10236 0.99491 -1.61129 -0.4 2.2 0.1
C -0.77605 1.66396 -0.54404 -2.0 -1.4 -1.6
C -2.23659 2.08257 -1.15851 2.4 -0.1 -0.5
O -2.60359 1.57472 -2.17772 -0.1 -0.1 0.1
C -0.04901 2.63276 0.28661 0.9 0.9 1.5
S -0.55087 2.63525 2.06377 0.8 -1.0 0.4
S -2.54017 2.51034 2.21671 -2.0 1.7 -0.2
H 0.21729 1.48588 -2.49818 -0.5 0.4 0.0
H 1.09269 0.92562 -1.28504 -0.4 -1.0 0.6
H -0.34498 0.12956 -1.86627 0.2 -0.9 0.0
H -1.07269 0.75125 0.00658 0.3 0.6 0.5
H -2.80293 2.87152 -0.67431 -0.1 0.2 0.6
H 1.00060 2.32301 0.42461 -0.3 -0.1 -0.3
H -0.00966 3.69575 0.00849 -0.4 -0.5 -0.5
H -3.24039 1.37086 2.50431 1.5 -0.7 -0.2
H -0.66859 -2.33056 0.97714 0.0 -0.8 0.3
H 0.00462 -2.81372 2.38583 -0.8 -0.3 -0.3
O -0.16990 -2.08622 1.78360 1.0 1.2 0.8
H 1.77629 -2.92028 1.24058 -0.1 0.2 0.0
H 3.08192 -2.46841 0.50696 -0.2 0.1 -0.1
O 2.21219 -2.86901 0.39129 0.1 -0.7 -0.8
H 4.84288 -0.72224 0.45570 -0.3 0.1 0.0
H 4.93852 -1.39834 -0.87656 0.0 -0.1 -0.2
O 4.28592 -0.98151 -0.29843 1.8 -0.9 0.1
H 3.31178 0.45579 -0.51130 -0.5 -0.5 0.7
H 2.28805 -0.15543 0.60889 0.8 -0.3 0.1
O 2.44990 0.50683 -0.07539 -1.5 2.1 -1.1
H -2.90718 -0.69640 -2.07634 0.8 0.2 0.3
H -2.18036 -1.71933 -2.82751 0.6 -0.2 0.1
O -2.04299 -1.16107 -2.04706 -1.3 0.0 -0.5
H -1.14900 -3.63402 -0.82746 0.0 0.2 0.1
H -2.34761 -2.82032 -0.40261 0.1 0.1 0.1
O -1.54438 -3.21669 -0.04513 -0.5 -0.5 -0.5
H 0.77050 -3.42928 -1.26060 0.3 0.2 -0.5
H 0.75162 -3.95243 -2.73368 0.0 -0.1 0.2
O 0.32027 -3.34017 -2.12474 0.0 -0.2 0.2
H 2.33612 -1.12113 -2.05806 -0.4 -0.5 0.1
H 0.97978 -1.59741 -2.78264 0.7 -0.4 0.5
O 1.57929 -0.86165 -2.58933 -0.1 0.7 -0.8
H 2.84248 -1.63029 2.53715 0.2 0.1 0.2
H 1.43375 -1.10953 2.25711 0.5 0.4 0.0
O 2.38458 -0.82834 2.26804 -0.9 -0.3 0.3
```
Forces are in eV/Å.


Question: The highest calculated total energy belongs to which entry?
Answer: C3H24NO7


Question: What is the M in the first record?
Answer: 186.22 g/mol


Question: Which value of strongest force on any atom does entry 1 give?
Answer: 2.0 eV/A